Record 1
This record from OMol25 describes a molecular structure, C31H61IN2PReSi4 in a non-equilibrium geometry. The level of theory is ωB97M-V/def2-TZVPD.

Element x y z (Å)
Re1 0.22247 0.56797 0.34852
I1 2.89523 0.54365 0.44531
C1 3.01277 0.54910 2.50333
C2 4.19739 0.51769 3.18972
C3 4.16535 0.52299 4.59170
C4 2.96060 0.54182 5.24275
C5 1.74336 0.55797 4.52595
C6 0.50918 0.53995 5.21326
C7 -0.66888 0.51302 4.51913
C8 -0.63801 0.52759 3.12107
C9 0.51836 0.56557 2.33511
C10 1.75014 0.57267 3.10757
H1 5.14648 0.48941 2.66982
H2 5.09266 0.50300 5.14661
H3 2.92456 0.53559 6.32449
H4 0.51178 0.53109 6.29638
H5 -1.61368 0.47526 5.04363
H6 -1.59341 0.46640 2.62813
C11 -4.39522 -0.27620 0.26180
C12 -2.90025 -0.43274 0.59452
N1 -2.10534 0.77483 0.21671
C13 -2.34183 0.99367 -1.24535
C14 -3.82863 1.22703 -1.57333
N2 -4.60369 1.09608 -0.30198
C15 -4.16205 2.13872 0.67916
C16 -2.65677 1.94625 0.95194
H7 -5.03272 -0.37240 1.13864
H8 -4.72728 -0.98312 -0.49640
H9 -2.47722 -1.28305 0.06415
H10 -2.78622 -0.61342 1.65677
H11 -1.97105 0.11805 -1.76999
H12 -1.75790 1.85058 -1.55732
H13 -4.22528 0.49375 -2.27269
H14 -4.02101 2.22273 -1.96921
H15 -5.59734 1.22546 -0.50063
H16 -4.76718 2.01399 1.57491
H17 -4.38066 3.10997 0.23829
H18 -2.49456 1.80681 2.01639
H19 -2.09934 2.82713 0.64646
C17 -1.68719 4.48185 -1.30828
C18 -0.48031 3.75690 -1.89191
P1 0.69337 2.73866 -0.88965
C19 2.10723 2.65681 -2.08255
C20 2.25060 3.73968 -3.15107
C21 1.17448 3.82122 0.51193
C22 1.93034 5.09138 0.12418
H20 -2.01502 5.24063 -2.01819
H21 -1.45011 5.00884 -0.38181
H22 -2.54162 3.83383 -1.13136
H23 0.18574 4.52975 -2.27820
H24 -0.74437 3.15478 -2.76767
H25 2.04286 1.67805 -2.56623
H26 3.00759 2.63670 -1.46978
H27 1.43737 3.72909 -3.87387
H28 3.17050 3.55169 -3.70387
H29 2.32968 4.73992 -2.72731
H30 1.75846 3.20988 1.20533
H31 0.25232 4.07596 1.04454
H32 2.88715 4.86463 -0.34498
H33 2.13584 5.68107 1.01636
H34 1.35370 5.72005 -0.55477
C23 -2.87219 -2.36287 -1.96468
Si1 -1.03111 -2.30220 -2.43056
C24 -0.77141 -1.03946 -3.81485
C25 -0.68285 -4.04270 -3.03222
Si2 0.36451 -1.68717 -0.53952
Si3 0.08344 -3.20141 1.34226
C26 -1.62990 -2.99869 2.10979
C27 0.17136 -4.92486 0.61311
C28 1.36106 -2.92638 2.69295
Si4 2.58477 -2.53459 -1.35799
C29 2.61363 -4.11528 -2.35458
C30 3.14230 -1.16062 -2.53856
C31 3.71276 -2.85522 0.11647
H35 -3.36894 -2.89267 -2.78232
H36 -3.36997 -1.39746 -1.88692
H37 -3.06978 -2.93470 -1.05495
H38 -1.70676 -0.87333 -4.35582
H39 -0.04947 -1.40737 -4.54554
H40 -0.40136 -0.07120 -3.46864
H41 -1.62203 -4.43515 -3.42937
H42 -0.34607 -4.72837 -2.25793
H43 0.03965 -4.05959 -3.84427
H44 -2.42941 -3.14838 1.38137
H45 -1.74286 -2.03249 2.60264
H46 -1.75779 -3.76630 2.87778
H47 -0.64955 -5.13030 -0.07441
H48 0.06602 -5.61344 1.45788
H49 1.11659 -5.16492 0.12658
H50 1.79796 -1.92942 2.69038
H51 2.16993 -3.65501 2.63217
H52 0.86862 -3.06407 3.65881
H53 2.35291 -3.97273 -3.39921
H54 2.04532 -4.95256 -1.95703
H55 3.66950 -4.41012 -2.32280
H56 2.76863 -1.39349 -3.53811
H57 4.23476 -1.15265 -2.59538
H58 2.80276 -0.15598 -2.29747
H59 3.76668 -3.93600 0.26397
H60 3.44775 -2.40104 1.06656
H61 4.71710 -2.51598 -0.15572

Properties
* M: 918.27 g/mol
* energy relative to the best compared isomer or geometry (same formula, charge and spin): 0.0 kcal per mole
* charge: +3
* HOMO level (alpha / beta): -15.31 / -15.61 eV
* spin multiplicity: 2
* lowest unoccupied orbital energy (alpha / beta): -9.155 / -9.514 eV
* F_max: 0.025 hartree/bohr

***

Record 2
This record from OMol25 describes 10 unconnected molecules or ions with the total composition C31H62Cl6O18 in a non-equilibrium geometry. The level of theory is ωB97M-V/def2-TZVPD.

Element x y z (Å)
C1 0.83390 29.00119 4.23088
C2 -0.37524 29.51858 4.93275
O1 -0.88918 28.57303 5.89835
C3 -1.43495 27.43038 5.46625
O2 -1.48385 27.00173 4.33796
O3 -1.90948 26.82882 6.50617
C4 -2.40759 25.54915 6.30827
H1 0.61903 28.16208 3.57463
H2 1.53823 28.58998 4.96339
H3 1.31496 29.79835 3.67268
H4 -1.16893 29.79467 4.24001
H5 -0.12311 30.35152 5.57803
H6 -3.47001 25.60427 6.10789
H7 -2.16942 24.97354 7.19530
H8 -1.88894 25.05291 5.47993
C5 -0.40117 23.51370 -2.87351
C6 -0.05787 23.66931 -1.46493
O4 -1.29260 23.60113 -0.68555
C7 -1.11925 23.73910 0.58274
O5 -0.07227 23.77759 1.11259
O6 -2.29299 23.74555 1.16396
C8 -2.34689 23.32324 2.55195
H9 0.48963 23.50919 -3.51100
H10 -0.94130 24.36929 -3.30551
H11 -0.98749 22.61491 -3.05701
H12 0.38244 24.65596 -1.25884
H13 0.72496 22.97801 -1.15197
H14 -1.53102 23.72601 3.14624
H15 -2.28875 22.22366 2.62136
H16 -3.30829 23.62059 2.95821
C9 1.80908 20.40261 1.89338
C10 1.16339 19.20544 1.23808
O7 0.35339 18.48437 2.16603
C11 -0.91242 18.68638 2.16456
O8 -1.47865 19.57976 1.63176
O9 -1.46663 17.69331 2.84311
C12 -2.91447 17.69276 2.91736
H17 2.60174 20.00082 2.52254
H18 1.04903 21.02435 2.36078
H19 2.29130 21.08729 1.18833
H20 1.95913 18.54361 0.90306
H21 0.60810 19.51409 0.34772
H22 -3.38312 17.39586 1.99042
H23 -3.26682 18.67289 3.27800
H24 -3.19549 17.04608 3.74999
C13 -4.65787 21.37671 6.06060
C14 -3.71286 21.52607 4.95673
O10 -2.83406 20.40748 4.90467
C15 -1.57906 20.63267 4.96556
O11 -1.01816 21.68306 4.85521
O12 -1.03546 19.49027 5.12154
C16 0.31233 19.45014 5.54366
H25 -5.19874 20.43187 6.11868
H26 -5.42908 22.15965 6.05351
H27 -4.17013 21.52906 7.03153
H28 -3.18196 22.46727 5.11405
H29 -4.18902 21.68182 3.98509
H30 0.97329 19.92558 4.81567
H31 0.59632 18.40623 5.62693
H32 0.43406 19.91848 6.52396
C17 3.56396 21.96028 5.71420
C18 3.84354 20.75456 6.55936
O13 3.19329 20.81394 7.86975
C19 3.73247 21.58466 8.80005
C20 2.91249 21.60299 10.04428
O14 4.77694 22.14011 8.66624
H33 3.92702 22.93170 6.02711
H34 2.49509 22.01705 5.48701
H35 4.04965 21.82076 4.73866
H36 3.52680 19.82936 6.08929
H37 4.92753 20.69755 6.74804
H38 3.17415 20.75388 10.66770
H39 1.86809 21.61796 9.73877
H40 3.15134 22.50047 10.60027
C21 4.40763 27.37318 -2.13261
C22 4.50522 26.03470 -2.87885
O15 4.78433 24.96003 -1.97188
C23 3.78125 24.09633 -1.67604
C24 3.98973 23.40583 -0.34492
O16 2.81907 23.92579 -2.37322
H41 3.54766 27.33561 -1.44343
H42 4.23784 28.18068 -2.84733
H43 5.24965 27.62775 -1.48897
H44 3.59475 25.88932 -3.46248
H45 5.28217 26.10843 -3.65141
H46 4.92576 22.88611 -0.17893
H47 3.16565 22.70099 -0.20636
H48 3.80438 24.12639 0.46223
C25 0.89809 27.66694 0.37915
C26 -0.43812 27.90462 1.03331
O17 -1.49388 27.67221 0.10766
C27 -1.71391 28.60767 -0.79171
C28 -2.88726 28.27091 -1.67379
O18 -1.15748 29.65820 -0.78966
H49 0.95027 26.63425 0.04002
H50 1.71149 27.95564 1.03502
H51 0.97461 28.35216 -0.46980
H52 -0.58769 27.28062 1.90281
H53 -0.46713 28.96536 1.31173
H54 -3.79504 28.65512 -1.20062
H55 -3.03455 27.23535 -1.93990
H56 -2.78679 28.87297 -2.58239
Cl1 3.76172 28.36255 2.72312
C29 4.49835 27.00759 3.58437
Cl2 5.34166 25.96325 2.45762
H57 5.25914 27.44004 4.20927
H58 3.72402 26.47130 4.13623
Cl3 0.33105 26.84718 9.88391
C30 0.97377 25.99804 8.49083
Cl4 0.95655 24.24554 8.75684
H59 0.37326 26.24384 7.62781
H60 1.99659 26.28684 8.28881
Cl5 2.46620 23.56543 2.91538
C31 1.26572 24.39930 3.88342
Cl6 1.99752 24.96191 5.38820
H61 0.79000 25.20268 3.32461
H62 0.41047 23.75234 4.06895

Properties
* M: 935.54 g/mol
* energy relative to the best compared isomer or geometry (same formula, charge and spin): 0.0 kcal per mole
* charge: 0
* HOMO level: -10.21 eV
* lowest unoccupied orbital energy: 0.459 eV
* F_max: 0.071 hartree/bohr

***

Record 3
This record from OMol25 describes a molecular structure, C31H62NO19P3S in a non-equilibrium geometry. The level of theory is ωB97M-V/def2-TZVPD.

Element x y z (Å)
C1 5.54798 -0.68388 -3.68932
C2 4.44704 -0.68112 -3.22294
C3 3.11526 -0.77625 -2.52753
C4 1.95902 -0.75911 -3.57270
C5 2.04393 -1.95427 -4.53419
C6 2.01540 -1.56930 -6.04352
C7 2.44717 -2.82534 -6.87260
C8 3.56124 -2.49839 -7.90412
C9 4.97550 -2.50852 -7.27809
O1 5.87256 -1.81840 -8.19523
C10 6.39889 -0.67262 -7.62427
C11 5.67983 0.64198 -7.98029
O2 7.32783 -0.73677 -6.88497
O3 1.93211 0.57204 -4.14841
S1 1.00830 1.53696 -3.18903
O4 -0.10377 1.93067 -3.99351
O5 1.63264 2.70686 -2.67407
O6 0.63033 0.43827 -2.02669
C12 0.58947 -0.76259 -2.81658
N1 0.10892 -1.99908 -2.23050
C13 0.57863 -2.22591 -1.11084
O7 1.22509 -2.60249 -0.23215
H1 6.60821 -0.84388 -3.80143
H2 3.06355 0.05045 -1.80487
H3 3.10483 -1.75038 -2.00537
H4 2.98198 -2.51437 -4.36626
H5 1.23317 -2.68849 -4.37950
H6 0.96090 -1.36081 -6.30492
H7 2.61331 -0.67967 -6.28879
H8 2.82766 -3.63216 -6.22160
H9 1.58160 -3.22220 -7.43113
H10 3.54234 -3.30381 -8.66294
H11 3.37085 -1.56069 -8.44945
H12 5.37827 -3.53126 -7.19673
H13 5.00034 -1.96257 -6.31822
H14 5.90680 0.88828 -9.02678
H15 4.60656 0.53364 -7.76543
H16 6.09594 1.41221 -7.31183
H17 -0.12677 -0.53912 -3.63749
O8 -0.43831 -2.90496 5.38870
P1 -0.69477 -4.13273 4.56829
O9 -1.39229 -5.13133 5.67585
C14 -2.62242 -4.74771 6.27491
C15 -3.77913 -4.84699 5.29779
O10 0.81599 -4.76960 4.53902
C16 1.95798 -3.98883 4.88400
C17 2.30278 -4.15390 6.35060
O11 -1.06007 -5.18543 3.30786
C18 -1.83483 -4.70872 2.20328
C19 -1.39908 -3.34117 1.71507
H18 -2.54848 -3.73685 6.68617
H19 -2.79190 -5.42931 7.10968
H20 -3.69792 -4.07205 4.52694
H21 -4.73379 -4.71263 5.80828
H22 -3.78060 -5.81481 4.79398
H23 1.80805 -2.94124 4.62202
H24 2.78833 -4.35088 4.27329
H25 1.44658 -3.94996 6.99346
H26 3.11593 -3.48272 6.63359
H27 2.61179 -5.18099 6.55352
H28 -2.89456 -4.70005 2.47396
H29 -1.71697 -5.43603 1.39803
H30 -1.59899 -2.57051 2.46972
H31 -1.93774 -3.06777 0.80606
H32 -0.32819 -3.32842 1.51219
O12 3.34896 7.42050 -0.56813
P2 4.64899 7.15743 -1.26658
O13 4.60234 8.27518 -2.47833
C20 4.55916 9.65492 -2.14824
C21 5.88870 10.14725 -1.60515
O14 4.24714 5.81705 -2.11559
C22 3.08623 5.04670 -1.79149
C23 1.89825 5.49628 -2.61918
O15 6.25330 6.77787 -1.60722
C24 7.23386 6.90217 -0.57228
C25 6.77170 6.34329 0.75877
H33 3.75278 9.85227 -1.43613
H34 4.32227 10.19084 -3.06867
H35 6.07881 9.72596 -0.61195
H36 5.89422 11.23447 -1.51392
H37 6.70972 9.84256 -2.25597
H38 2.87391 5.09102 -0.72256
H39 3.31631 4.00982 -2.02190
H40 1.73157 6.57096 -2.53463
H41 0.99198 4.98035 -2.30712
H42 2.07159 5.28640 -3.67613
H43 7.52663 7.95108 -0.46739
H44 8.11704 6.35585 -0.90782
H45 5.94530 6.93592 1.16996
H46 7.58516 6.35462 1.48458
H47 6.41319 5.31872 0.64260
O16 -8.23002 -0.04158 5.40489
P3 -8.48651 -1.26739 4.58258
O17 -9.23572 -2.24709 5.67485
C26 -10.47463 -1.83984 6.23813
C27 -11.60697 -1.92368 5.23070
O18 -6.98840 -1.93517 4.60315
C28 -5.84188 -1.17557 4.97924
C29 -5.54564 -1.33823 6.45620
O19 -8.83506 -2.31862 3.31743
C30 -9.56719 -1.83075 2.18744
C31 -9.08929 -0.47530 1.70635
H48 -10.39414 -0.82894 6.64743
H49 -10.67828 -2.51519 7.07031
H50 -11.49363 -1.15450 4.45886
H51 -12.57221 -1.77119 5.71553
H52 -11.61086 -2.89413 4.73203
H53 -5.96178 -0.12686 4.70703
H54 -5.00004 -1.55824 4.39627
H55 -6.41409 -1.11387 7.07536
H56 -4.72761 -0.68233 6.75988
H57 -5.26399 -2.37042 6.67421
H58 -10.63396 -1.79900 2.42684
H59 -9.44047 -2.56426 1.38946
H60 -9.29526 0.30296 2.45154
H61 -9.59391 -0.19495 0.78164
H62 -8.01133 -0.48575 1.53384

Properties
* M: 877.81 g/mol
* charge: 0
* HOMO level: -9.76 eV
* lowest unoccupied orbital energy: -0.409 eV
* F_max: 0.154 hartree/bohr

***

Record 4
This record from OMol25 describes 9 unconnected molecules or ions with the total composition C31H62O23S4 in a non-equilibrium geometry. The level of theory is ωB97M-V/def2-TZVPD.

Element x y z (Å)
O1 -0.88608 -3.34543 -0.72286
S1 0.12627 -4.16007 -1.35514
O2 -0.18765 -5.49939 -1.80806
C1 1.04367 -3.34340 -2.70470
C2 2.32724 -4.19491 -2.74083
C3 2.83515 -4.14625 -1.28823
C4 1.60129 -4.23203 -0.33350
H1 1.24862 -2.36806 -2.30815
H2 0.50750 -3.39848 -3.67778
H3 1.98514 -5.24833 -2.93560
H4 2.99922 -3.80018 -3.50097
H5 3.31124 -3.14293 -1.17542
H6 3.47939 -4.89916 -1.00579
H7 1.55067 -3.34708 0.33486
H8 1.55569 -5.14042 0.17579
O3 9.10974 2.03485 1.44949
S2 7.72006 1.97401 1.78359
O4 7.34278 1.83571 3.18012
C5 6.77706 3.21330 1.06240
C6 5.32325 2.58347 0.94901
C7 5.48357 1.03634 0.55402
C8 6.91069 0.64152 0.92063
H9 7.21812 3.44565 0.11044
H10 6.79264 4.08514 1.72100
H11 4.87030 2.71783 1.89009
H12 4.76809 3.27197 0.28838
H13 5.26237 0.95177 -0.47543
H14 4.77253 0.47780 1.14540
H15 7.56677 0.43178 0.05672
H16 6.93304 -0.21981 1.57687
O5 -3.43246 -0.53555 -5.63928
S3 -2.64976 -1.42037 -4.85950
O6 -1.26946 -1.14689 -4.58433
C9 -3.63130 -1.66082 -3.33864
C10 -4.37686 -2.90795 -3.60473
C11 -3.45741 -3.96630 -4.48179
C12 -2.90525 -3.11759 -5.62460
H17 -4.16321 -0.74788 -3.33521
H18 -3.02597 -1.76686 -2.45845
H19 -4.92189 -3.40869 -2.78315
H20 -5.16132 -2.62309 -4.34452
H21 -4.07537 -4.75162 -4.90261
H22 -2.64482 -4.41528 -3.87606
H23 -3.58538 -2.94791 -6.45232
H24 -1.99831 -3.53541 -6.03008
O7 1.52249 1.80558 -0.69829
S4 1.07465 0.45439 -0.89666
O8 2.05697 -0.57306 -0.71943
C13 -0.42085 0.01383 0.07720
C14 -1.64450 0.11553 -0.87737
C15 -1.12981 0.92572 -2.12460
C16 0.32506 0.43430 -2.51026
H25 -0.50635 0.78638 0.86261
H26 -0.24809 -0.97890 0.47388
H27 -1.91469 -0.87925 -1.18832
H28 -2.56538 0.48881 -0.48403
H29 -1.09880 1.98861 -1.80153
H30 -1.82777 0.85953 -3.01732
H31 0.94348 1.12447 -2.99824
H32 0.33251 -0.54550 -2.93367
C17 -3.26757 4.15803 -2.68137
O9 -4.01847 3.33311 -3.56101
C18 -4.53004 2.16013 -3.13936
O10 -4.24749 1.69256 -2.06934
O11 -5.43603 1.62180 -3.96090
C19 -5.65366 2.17905 -5.27056
H33 -3.50050 5.16401 -3.00529
H34 -2.28195 3.96249 -2.88772
H35 -3.51133 3.88502 -1.66360
H36 -6.07907 3.22610 -5.21651
H37 -6.46215 1.69419 -5.78463
H38 -4.72896 2.27245 -5.76598
C20 -3.38588 -2.10969 0.97344
O12 -3.43660 -2.45334 2.35147
C21 -2.23293 -2.43279 2.87336
O13 -1.19468 -2.30939 2.27940
O14 -2.30610 -2.83557 4.15068
C22 -1.10069 -3.19575 4.86165
H39 -2.64859 -2.69411 0.39205
H40 -3.07188 -1.04909 0.98068
H41 -4.41410 -2.22354 0.63065
H42 -0.54074 -3.91804 4.33114
H43 -1.39302 -3.74267 5.76530
H44 -0.43719 -2.42344 5.22224
C23 -1.15764 0.59588 5.10864
O15 -1.87441 0.47488 3.83793
C24 -2.40030 1.67246 3.35027
O16 -2.26504 2.78219 3.77770
O17 -3.01218 1.43702 2.21315
C25 -3.91604 2.52657 1.90639
H45 -1.92093 0.45644 5.83258
H46 -0.62888 1.49823 5.25179
H47 -0.43685 -0.21456 5.11603
H48 -3.48889 3.29772 1.34053
H49 -4.36408 2.98120 2.79898
H50 -4.70892 2.07136 1.36944
C26 4.51526 1.03523 5.46524
O18 3.20986 0.60672 5.00955
C27 3.24242 -0.45582 4.19749
O19 4.22513 -1.18293 4.09865
O20 2.11749 -0.54613 3.49487
C28 1.99961 -1.83283 2.81513
H51 5.28937 1.10921 4.64683
H52 4.88046 0.34177 6.22404
H53 4.30312 1.99562 5.90970
H54 2.46411 -1.63924 1.80757
H55 0.94106 -2.13921 2.69530
H56 2.55871 -2.52436 3.34277
C29 1.79196 2.50627 2.42628
O21 1.74016 3.84090 1.69192
C30 0.58213 3.96061 1.09263
O22 -0.34505 3.25220 1.25240
O23 0.59909 4.93492 0.16593
C31 -0.65700 5.20786 -0.34482
H57 2.83136 2.51969 2.78021
H58 1.57325 1.77654 1.68291
H59 1.14688 2.49075 3.23510
H60 -0.50565 6.03539 -1.03741
H61 -1.29877 5.51226 0.45651
H62 -1.09973 4.37028 -0.83308

Properties
* M: 931.08 g/mol
* energy relative to the best compared isomer or geometry (same formula, charge and spin): 0.0 kcal per mole
* charge: 0
* HOMO level: -10.24 eV
* lowest unoccupied orbital energy: 0.420 eV
* F_max: 0.071 hartree/bohr

***

| no. | electronic energy (hartree) |
| --- | --- |
| 1 | -3201.726996 |
| 2 | -5333.907397 |
| 3 | -4124.877686 |
| 4 | -4541.579897 |